A structure of composition C18H48BCuF4O18S6 at a distorted geometry, computed with wB97M-V/def2-TZVPD.

The geometry in ORCA input format:
```
! RIJCOSX wB97M-V def2-TZVPD def2/J DEFGRID3
* xyz 1 2
Cu -1.00 1.60 0.75
S -0.01 -0.81 3.10
S 1.68 -5.54 -1.16
S 1.22 0.70 -6.24
S -3.60 -0.10 2.16
S 2.40 2.75 1.27
S -2.11 2.55 -2.19
F 0.45 1.04 -0.96
F 0.33 -1.00 -2.01
F -1.04 -0.45 -0.22
F 1.20 -0.87 0.13
O -0.51 0.34 2.39
O 2.70 3.50 0.11
O 1.07 1.70 -5.00
O -2.17 2.07 -0.80
O -5.09 0.36 1.97
O 1.34 -5.99 0.15
O -0.01 0.69 -6.93
O 1.81 -0.50 -5.74
O 3.24 -5.18 -1.16
O 1.14 2.02 1.32
O -0.50 -2.10 2.73
O 3.57 1.75 1.57
O -0.39 -0.48 4.57
O -3.34 -0.29 3.54
O -3.59 2.76 -2.62
O 1.46 -6.36 -2.29
O -1.44 3.75 -2.50
O -2.84 0.85 1.40
C 2.52 3.76 2.71
C 1.76 -0.80 3.10
C 5.38 0.54 0.57
C -4.56 1.73 -2.27
C 2.02 2.83 -3.14
C -6.05 0.06 3.01
C 3.89 0.79 0.53
C 3.75 -4.53 0.01
C -3.56 -1.64 1.32
C -1.56 1.23 -3.21
C -7.34 0.73 2.66
C 2.01 1.53 -3.90
C 4.60 -3.35 -0.39
C -0.12 -1.48 5.57
C 2.48 1.58 -7.17
C -5.34 2.13 -1.05
C 0.98 -3.95 -1.44
C -0.62 -0.92 6.89
B 0.28 -0.39 -0.78
H 2.11 -1.23 4.03
H 2.98 1.38 -4.37
H -5.97 1.30 -0.73
H -3.55 -1.40 0.26
H -6.01 2.95 -1.31
H -1.86 1.51 -4.22
H 2.49 2.61 -6.83
H -0.54 -2.47 5.38
H 3.65 1.22 -0.44
H 3.41 1.05 -7.02
H 4.03 -2.48 -0.74
H 3.40 4.38 2.58
H 5.24 -3.04 0.44
H 5.31 -3.63 -1.17
H 1.57 -3.47 -2.22
H -4.14 0.73 -2.23
H 5.89 1.43 0.19
H 1.75 0.68 -3.27
H -0.65 -1.69 7.66
H 2.18 1.52 -8.22
H 3.32 -0.14 0.59
H -4.41 -2.25 1.62
H 4.38 -5.25 0.53
H -8.05 0.49 3.46
H 2.48 3.16 3.62
H -6.21 -1.02 3.11
H 0.01 -0.11 7.24
H -1.64 -0.54 6.79
H 0.97 -1.58 5.66
H 1.61 4.36 2.67
H 2.09 -1.36 2.24
H 5.78 0.33 1.55
H -0.03 -4.07 -1.83
H -5.67 0.36 3.99
H 2.63 2.75 -2.24
H 2.02 0.26 3.01
H 1.02 3.14 -2.85
H -7.28 1.81 2.63
H 2.99 -4.26 0.74
H -0.48 1.18 -3.08
H -2.02 0.28 -2.99
H 2.43 3.63 -3.77
H -5.23 1.76 -3.14
H -4.72 2.50 -0.24
H 0.93 -3.38 -0.52
H -7.77 0.33 1.74
H -2.62 -2.13 1.54
H 5.68 -0.22 -0.16
*
```

Summary:
ΔE to the lowest compared entry with this formula, charge and spin, kcal per mole: 0.0
E_LUMO (alpha / beta), hartree: -0.1021 / -0.2304
⟨S²⟩: 0.75
Frontier orbital gap (alpha / beta), eV: 9.84 / 6.35

=====

A structure of composition C18H48BF10NO20S2Tl at a distorted geometry, computed with wB97M-V/def2-TZVPD.

The geometry in ORCA input format:
```
! RIJCOSX wB97M-V def2-TZVPD def2/J DEFGRID3
* xyz 1 1
Tl 0.08 4.06 0.22
S -1.06 0.63 -2.11
S 0.23 0.69 0.32
F -0.56 -1.74 0.66
F 0.38 5.59 2.03
F -0.97 4.38 3.51
F -0.81 2.72 -3.76
F 1.01 5.25 4.27
F -2.24 -0.37 0.56
F -0.87 0.77 -4.69
F 0.90 1.37 -3.61
F -1.08 -0.44 2.34
F 1.02 3.55 2.73
O -1.42 3.07 1.40
O -2.88 -3.19 -0.36
O -2.65 3.93 -0.80
O 1.68 -0.86 2.97
O 4.24 -0.36 -1.56
O 3.66 1.13 1.71
O 3.98 4.01 2.89
O -0.35 -5.97 1.88
O -2.71 -6.11 3.69
O -4.83 1.58 -5.35
O 1.39 -3.71 4.70
O 1.37 -0.08 -0.09
O 2.71 3.53 0.40
O -2.49 0.64 -2.18
O -1.50 -4.97 -3.18
O -0.51 -0.70 -2.21
O 5.75 -2.36 -2.59
O 1.48 3.83 -2.31
O -6.86 1.39 -3.41
O 0.50 1.68 1.31
N -0.45 1.54 -0.94
C 4.56 2.78 3.28
C -2.83 3.34 1.44
C 1.65 -2.28 2.68
C 2.28 -3.24 3.67
C -4.96 0.40 -4.56
C 3.70 1.56 3.07
C -1.00 -4.84 2.44
C 4.61 -1.92 -3.29
C -3.34 3.08 0.07
C -0.42 1.46 -3.67
C -1.94 -4.10 -0.97
C 3.55 -1.34 -2.39
C -1.00 -0.56 1.02
C -2.45 -5.14 2.68
C -2.19 -3.97 -2.47
C 3.06 2.93 -0.83
C 2.86 3.90 -1.93
C -5.61 0.80 -3.26
B 0.35 4.71 3.19
H 4.15 2.76 -0.79
H 3.18 -2.05 -1.64
H -3.02 -5.32 1.76
H -3.53 -3.68 0.15
H -0.49 -4.46 3.33
H -3.26 -4.04 -2.68
H 3.99 4.75 3.50
H -2.94 4.42 1.64
H 3.22 3.11 1.13
H 2.60 1.94 -0.88
H 1.21 -0.85 3.82
H 3.53 3.68 -2.75
H 5.97 -1.69 -1.94
H -5.71 -0.05 -2.59
H 3.08 4.92 -1.59
H 3.00 0.43 1.67
H 4.88 -1.11 -3.98
H 2.67 1.71 3.42
H -2.36 -5.08 -0.73
H -3.11 2.02 -0.14
H 1.43 4.25 -3.18
H -2.06 -5.22 -3.92
H 4.10 0.85 3.81
H -3.99 -0.07 -4.35
H -5.57 -0.30 -5.15
H 0.61 -2.56 2.48
H 2.10 -2.36 1.68
H 0.00 -6.52 2.58
H -0.90 -3.97 -0.71
H 3.22 -2.80 4.01
H -3.29 4.35 -1.38
H 5.60 2.72 2.94
H 4.66 2.82 4.38
H -3.37 2.80 2.22
H -4.42 3.00 -0.09
H -4.07 1.58 -5.93
H -2.91 -4.18 3.00
H -3.65 -6.27 3.57
H -1.14 2.69 2.24
H 4.24 -2.76 -3.88
H -0.98 -4.06 1.68
H -1.92 -2.93 -2.75
H 2.46 -4.17 3.13
H 2.77 -0.79 -2.93
H 3.54 0.02 -1.02
H 1.32 -2.96 5.31
H -4.87 1.48 -2.80
H -6.99 1.82 -4.26
*
```

Summary:
ΔE to the lowest compared entry with this formula, charge and spin, kcal per mole: 0.0
E_LUMO, hartree: -0.3371
Frontier orbital gap, eV: 2.47

=====

A cluster of 6 separate species, C18H48O6 in total at a distorted geometry, computed with wB97M-V/def2-TZVPD.

The geometry in ORCA input format:
```
! RIJCOSX wB97M-V def2-TZVPD def2/J DEFGRID3
* xyz 0 1
O 3.60 -5.20 0.16
O 1.01 -0.84 -0.30
O -4.78 5.50 -2.25
O 1.74 -2.37 -3.05
O -4.11 -0.59 3.89
O 3.17 -0.12 5.86
C 5.24 -4.09 1.19
C -3.93 3.26 -2.46
C -3.83 4.75 -2.95
C 0.53 -1.75 -5.00
C -5.68 -0.18 2.12
C 3.78 -4.36 1.27
C -0.20 -0.29 -0.30
C 2.36 -0.02 3.68
C -4.61 0.43 3.03
C -3.40 1.07 2.35
C 1.94 -2.01 -4.42
C 2.86 -3.13 1.12
C -3.95 4.91 -4.48
C -0.62 -0.10 -1.77
C 3.53 1.95 4.90
C 3.45 0.46 4.65
C -0.28 1.07 0.51
C 2.83 -0.79 -4.35
H 2.23 -1.10 3.68
H 2.28 0.11 -4.08
H 3.38 -1.06 5.85
H 0.67 -0.99 -5.76
H -1.28 1.34 0.85
H 0.15 1.11 1.52
H 1.35 0.37 3.78
H -0.01 -2.64 -5.33
H -1.54 0.49 -1.79
H -5.07 1.14 3.73
H -2.97 2.84 -2.76
H -5.12 6.19 -2.82
H 5.81 -5.01 1.21
H 2.74 -5.63 0.20
H 5.44 -3.65 0.21
H 3.57 2.50 3.95
H -0.01 0.52 -2.42
H 3.10 -0.65 -5.40
H 2.64 2.42 5.32
H -0.13 -1.30 -4.25
H 4.43 0.07 4.36
H -3.47 -0.32 4.55
H 5.49 -3.42 2.01
H 1.84 -3.38 0.83
H -3.42 2.16 2.27
H -6.23 0.68 1.75
H 2.74 -2.74 2.14
H 1.23 -1.36 -1.08
H 3.21 -2.30 0.51
H -5.44 -0.84 1.29
H -4.00 3.07 -1.39
H 3.69 -0.79 -3.69
H 4.29 2.12 5.66
H -0.83 -1.12 -2.09
H -4.73 2.73 -2.97
H 3.43 -4.95 2.12
H -2.84 5.04 -2.61
H -4.97 4.72 -4.82
H 2.57 0.23 2.64
H -2.51 0.80 2.91
H -6.38 -0.87 2.60
H -3.27 0.66 1.35
H -0.67 -1.15 0.16
H -3.33 4.16 -4.99
H 2.55 -2.76 -2.70
H 2.37 -2.79 -5.04
H -3.82 5.90 -4.90
H 0.21 1.91 0.02
*
```

Summary:
ΔE to the lowest compared entry with this formula, charge and spin, kcal per mole: 78.9
SMILES: CC(C)O.CC(C)O.CC(C)O.CC(C)O.CC(C)O.CC(C)O
E_LUMO, hartree: 0.0223
Frontier orbital gap, eV: 10.13

=====

E_tot for the records above, in order: -6522.79391; -4266.16125; -1165.91743 a.u.